1.
C28H75N3O13 | ωB97M-V with the def2-TZVPD basis set

## Properties
E_LUMO   0.41 eV
ΔE to the lowest compared entry with this formula, charge and spin   17.00 kcal/mol
Highest occupied orbital energy   -8.392 eV
HOMO-LUMO gap   8.80 eV
SMILES string   COCCNCCOC.COCCNCCOC.COCCNCCOC.OCCO.OCCO.CCO.CCO.CCO

Cartesian coordinates (Å):
C  2.70060  -4.73206  3.74891
O  1.96061  -3.54913  3.96184
C  1.20441  -3.08156  2.84513
C  0.21294  -2.05365  3.30783
N  -0.75270  -1.62033  2.23826
C  -1.65581  -0.60973  2.80089
C  -2.68069  -0.01988  1.74847
O  -1.90686  0.35036  0.61223
C  -2.68997  1.04112  -0.40122
H  3.66744  -4.52689  3.23902
H  2.17592  -5.51768  3.14065
H  2.97369  -5.13145  4.70393
H  0.58860  -3.80278  2.36595
H  1.90005  -2.60097  2.12707
H  0.66640  -1.10393  3.72749
H  -0.34257  -2.54598  4.10258
H  -0.25947  -1.21729  1.44218
H  -1.15091  0.28466  3.16538
H  -2.18439  -1.16229  3.58849
H  -3.25009  0.77476  2.22926
H  -3.36118  -0.84159  1.43241
H  -2.05070  1.38044  -1.23814
H  -2.94840  1.99199  0.07013
H  -3.61771  0.54167  -0.68579
C  -5.87068  4.50037  4.15946
O  -4.73351  3.98824  3.53765
C  -3.64190  4.81791  3.25251
C  -2.63458  4.10890  2.42309
N  -1.56929  4.97449  1.92886
C  -0.57183  4.27792  1.03264
C  -1.05532  4.02255  -0.33245
O  -0.85883  5.24416  -1.06505
C  -1.69617  5.23240  -2.14422
H  -5.68424  4.82583  5.18257
H  -6.64918  3.75690  4.10472
H  -6.15121  5.44884  3.66856
H  -3.10932  5.13843  4.13849
H  -4.00494  5.69125  2.66052
H  -3.13124  3.57282  1.62859
H  -2.11665  3.39139  3.01917
H  -1.91916  5.79121  1.41319
H  -0.32306  3.36382  1.57421
H  0.37531  4.85687  0.99986
H  -2.16131  3.93794  -0.24877
H  -0.70119  3.15319  -0.89003
H  -2.76927  5.24130  -1.88923
H  -1.63939  4.27999  -2.72444
H  -1.51569  6.13185  -2.80415
C  -1.45622  -2.98647  -1.92376
O  -2.43038  -3.91377  -1.46852
C  -2.09607  -4.32604  -0.19332
C  -3.26930  -5.15745  0.36184
N  -3.49992  -6.33845  -0.48282
C  -4.53913  -7.27929  -0.10218
C  -4.44613  -8.44846  -1.03650
O  -4.53477  -7.96499  -2.35078
C  -4.06895  -8.93643  -3.24071
H  -1.58346  -2.10032  -1.31210
H  -1.61522  -2.66932  -2.97075
H  -0.44557  -3.40371  -1.73811
H  -1.83250  -3.44372  0.43204
H  -1.19504  -4.97097  -0.17100
H  -4.12516  -4.47301  0.40674
H  -3.05966  -5.37050  1.43138
H  -3.77965  -6.10510  -1.41924
H  -5.50619  -6.78103  -0.17444
H  -4.34486  -7.63319  0.95046
H  -5.20783  -9.21577  -0.90276
H  -3.40915  -8.86429  -0.96305
H  -3.10831  -9.32720  -2.86336
H  -4.03014  -8.49141  -4.25179
H  -4.78375  -9.75785  -3.23494
O  7.31324  2.29107  -0.01876
C  6.31172  1.95193  0.87040
C  6.45561  2.71703  2.16616
O  6.79520  4.06042  1.97331
H  7.15257  1.88552  -0.85828
H  5.31244  2.07956  0.39590
H  6.30949  0.86128  1.13807
H  7.26210  2.26835  2.77585
H  5.51764  2.61483  2.68291
H  7.45026  4.05627  1.26729
O  2.11694  1.96894  -1.32084
C  2.51326  1.53520  -0.01407
C  1.37510  0.68491  0.48552
O  1.39459  -0.64035  -0.13541
H  2.71225  2.65670  -1.62221
H  3.45452  0.95977  -0.14258
H  2.75019  2.36926  0.66165
H  0.45400  1.20470  0.27152
H  1.42571  0.57393  1.59417
H  0.88352  -0.51342  -0.94018
C  -0.53551  0.59343  -4.53186
C  0.62236  -0.00264  -3.70520
O  0.41864  0.24480  -2.31124
H  -1.40321  -0.02561  -4.42439
H  -0.36058  0.62857  -5.60850
H  -0.71858  1.62363  -4.21623
H  1.61773  0.46612  -3.99983
H  0.67378  -1.09173  -3.87821
H  0.92619  1.04954  -2.06558
C  4.60597  -0.09861  -3.11063
C  3.80908  -1.41400  -3.00941
O  4.58812  -2.47220  -2.57655
H  4.05286  0.60255  -3.71996
H  5.57999  -0.33704  -3.54473
H  4.74362  0.23392  -2.07581
H  3.41117  -1.67235  -3.99032
H  2.93958  -1.28025  -2.34067
H  4.01378  -3.19763  -2.32595
C  2.29776  5.46578  -1.29252
C  3.76326  5.27324  -0.81731
O  4.27099  4.06840  -1.39446
H  1.74731  4.61163  -0.94001
H  2.12863  5.53881  -2.38822
H  1.88209  6.29146  -0.74287
H  3.72528  5.04784  0.27844
H  4.33877  6.19256  -0.94846
H  5.20138  4.03621  -1.23099

***

2.
C4H5NO | ωB97M-V with the def2-TZVPD basis set

## Properties
E_LUMO (spin up / spin down)   -0.25 / -0.25 eV
ΔE to the lowest compared entry with this formula, charge and spin   77.97 kcal/mol
Highest occupied orbital energy (spin up / spin down)   -8.192 / -8.192 eV
HOMO-LUMO gap (spin up / spin down)   7.94 / 7.94 eV

Cartesian coordinates (Å):
O  0.34689  -0.41786  -1.81947
C  0.98947  -0.36699  -0.65350
C  0.72710  0.46765  0.50778
C  -0.50052  -0.36695  0.72101
C  -1.74635  0.29159  0.48342
N  -2.72465  0.90136  0.29570
H  -0.57759  -0.21347  -1.61774
H  1.96963  -0.85279  -0.76590
H  1.50070  0.30831  1.25763
H  0.53869  1.52172  0.31788
H  -0.52508  -1.25766  1.32802

***

3.
C5H11O2 | ωB97M-V with the def2-TZVPD basis set

## Properties
E_LUMO   3.70 eV
ΔE to the lowest compared entry with this formula, charge and spin   4.57 kcal/mol
Highest occupied orbital energy   -3.922 eV
HOMO-LUMO gap   7.62 eV
Charge   -1

Cartesian coordinates (Å):
C  0.02881  -2.11748  -0.52339
C  -0.40821  -3.18066  -1.52906
C  1.41106  -2.34746  0.04718
H  -0.03171  -1.10756  -0.91903
H  -0.71693  -2.10638  0.27604
H  -0.99086  -3.98125  -1.05919
H  0.40633  -3.68070  -2.06217
H  1.60686  -1.70203  0.90160
H  1.54965  -3.38332  0.38301
H  -1.07202  -2.78644  -2.30423
H  2.19514  -2.17076  -0.69273
C  -1.52046  2.49971  0.15634
C  -0.09258  2.07359  0.59967
O  0.19227  0.86575  0.41939
O  0.63267  2.98812  1.04257
H  -2.00409  3.23856  0.79256
H  -2.18139  1.64734  0.03709
H  -1.33469  2.91829  -0.83726

***

4.
C4H7F | ωB97M-V with the def2-TZVPD basis set

## Properties
E_LUMO   1.11 eV
ΔE to the lowest compared entry with this formula, charge and spin   33.69 kcal/mol
Highest occupied orbital energy   -9.845 eV
HOMO-LUMO gap   10.96 eV
SMILES string   CC/C=C/F

Cartesian coordinates (Å):
C  0.71087  0.66255  -0.00893
C  0.37445  -0.78000  0.00169
C  -1.38880  -0.84032  -0.03104
C  -2.17644  0.23087  -0.05885
F  -3.55986  0.17454  0.08889
H  0.63395  1.18390  -1.03183
H  1.76055  1.01862  0.17986
H  0.12293  1.27781  0.75493
H  0.63942  -1.27266  -0.91250
H  0.76736  -1.10843  1.00589
H  -1.87196  -1.74090  0.18485
H  -2.10138  1.29787  -0.30390